The following is a DFT calculation (ωB97M-V with the def2-TZVPD basis set) of a molecular structure, C32H46As2F6GeI2N3O8PS2V.

## Properties
2S+1   4
Orbital gap (spin up / spin down)   5.10 / 5.10 eV
E_LUMO (spin up / spin down)   3.137 / 3.137 eV
Energy above the lowest of the compared OMol25 structures with the same formula, charge and spin   3.724 eV
Calculated total energy   -11837.919079 Eh
Charge   -2

XYZ file:
```
104
Properties=species:S:1:pos:R:3:lowdin_charge:R:1
V -0.16 -0.78 0.71 0.707
I -1.10 5.57 4.82 0.770
C -0.34 4.05 3.57 -0.743
C 0.33 2.99 4.13 -0.251
C 0.64 1.90 3.34 -0.602
I 1.76 0.36 4.19 1.012
C 0.28 1.82 1.97 -0.409
O 0.56 0.79 1.21 -0.301
C -0.40 2.93 1.45 -0.156
C -0.97 2.80 0.05 -0.162
N -1.84 1.63 0.03 -0.043
C -3.13 1.81 0.65 -0.146
C -3.74 0.47 0.99 -0.273
C -5.07 0.18 0.72 -0.045
C -5.57 -1.07 1.06 -0.070
C -4.71 -1.98 1.66 -0.058
C -3.40 -1.59 1.90 -0.141
N -2.93 -0.39 1.58 0.111
C -0.74 4.01 2.25 -0.137
H 0.62 3.00 5.18 0.070
H -0.17 2.63 -0.67 0.072
H -1.49 3.73 -0.22 0.120
H -1.92 1.28 -0.92 0.071
H -3.82 2.41 0.04 0.114
H -2.98 2.35 1.59 0.123
H -5.71 0.93 0.25 0.095
H -6.60 -1.33 0.86 0.097
H -5.04 -2.98 1.92 0.097
H -2.70 -2.28 2.36 0.033
H -1.32 4.83 1.83 0.094
C 3.59 -2.86 -1.22 -0.309
As 2.96 -1.08 -0.68 1.165
C 3.70 -1.21 1.14 -0.294
C 4.55 -0.05 -1.34 -0.405
C 5.73 -0.67 -1.77 -0.116
C 6.84 0.06 -2.17 -0.105
C 6.80 1.45 -2.14 -0.111
C 5.63 2.09 -1.74 -0.132
C 4.50 1.36 -1.35 -0.431
As 2.83 2.26 -0.85 1.160
C 3.17 4.00 -1.72 -0.347
C 3.40 2.88 0.93 -0.296
H 4.53 -3.12 -0.74 0.016
H 3.68 -2.93 -2.30 0.023
H 2.82 -3.56 -0.90 0.005
H 4.69 -1.66 1.12 0.021
H 3.02 -1.84 1.72 0.007
H 3.76 -0.23 1.61 -0.020
H 5.78 -1.75 -1.78 0.078
H 7.73 -0.45 -2.51 0.092
H 7.66 2.03 -2.44 0.090
H 5.61 3.17 -1.73 0.076
H 4.03 4.52 -1.31 0.007
H 2.28 4.62 -1.56 0.011
H 3.30 3.86 -2.79 0.019
H 4.44 3.21 0.90 0.021
H 3.30 2.08 1.66 -0.007
H 2.77 3.71 1.24 0.023
C -0.27 2.51 -3.49 -0.163
O -0.95 1.46 -2.82 -0.398
P -0.24 -0.08 -2.59 0.889
O 0.68 -0.04 -3.93 -0.340
C 2.07 -0.37 -3.95 -0.138
O -1.48 -0.87 -3.30 -0.348
C -2.84 -0.76 -2.88 -0.107
H -0.03 2.24 -4.52 0.076
H 0.67 2.77 -2.98 0.039
H -0.92 3.39 -3.48 0.080
H 2.25 -1.35 -3.50 0.044
H 2.67 0.38 -3.43 0.050
H 2.37 -0.41 -4.99 0.086
H -3.41 -1.42 -3.53 0.089
H -3.19 0.27 -2.98 0.073
H -2.97 -1.10 -1.85 0.065
C -1.89 -3.91 4.20 -0.233
Ge -0.33 -3.41 3.10 0.721
C 1.10 -3.36 4.51 -0.270
C 0.27 -5.00 2.14 -0.224
C -0.58 -1.59 2.46 -0.294
H -1.62 -4.70 4.91 0.009
H -2.69 -4.27 3.55 -0.010
H -2.26 -3.05 4.76 0.014
H 1.19 -4.35 4.96 0.001
H 0.87 -2.64 5.30 -0.020
H 2.07 -3.09 4.07 -0.010
H 0.28 -5.82 2.86 0.019
H 1.29 -4.85 1.76 0.015
H -0.37 -5.25 1.29 -0.011
H -1.28 -1.09 3.15 -0.014
F -3.49 -3.38 -0.03 -0.094
C -2.87 -4.23 0.92 -0.395
F -2.34 -5.24 0.12 -0.097
F -4.03 -4.90 1.44 -0.115
S -0.35 -2.97 -0.59 0.826
O -1.30 -1.74 -0.44 -0.590
O 0.77 -2.53 0.39 -0.651
N 0.45 -2.74 -2.08 -0.410
S -0.19 -3.64 -3.20 0.505
O -1.53 -4.10 -2.92 -0.299
O 0.19 -3.30 -4.54 -0.297
C 0.79 -5.21 -2.96 -0.658
F 2.06 -5.08 -3.41 0.087
F 0.87 -5.53 -1.66 0.094
F 0.25 -6.26 -3.59 0.112
```

The following is a DFT calculation (ωB97M-V with the def2-TZVPD basis set) of a molecular structure, C32H46BN3O4ReSi.

## Properties
2S+1   4
Orbital gap (spin up / spin down)   5.43 / 6.94 eV
E_LUMO (spin up / spin down)   0.434 / -0.199 eV
Calculated total energy   -2104.857934 Eh

XYZ file:
```
88
Properties=species:S:1:pos:R:3:lowdin_charge:R:1
Re 8.90 12.46 12.65 1.648
C 8.70 12.96 15.73 -0.040
N 8.59 13.76 14.45 -0.297
C 7.24 14.39 14.47 -0.204
C 6.13 13.44 14.18 -0.174
C 6.00 13.05 12.72 -0.245
N 7.08 12.45 12.00 -0.217
C 7.07 12.78 10.61 -0.326
C 7.63 11.69 9.76 -0.117
C 7.16 11.60 8.46 -0.048
C 7.82 10.76 7.57 -0.116
C 8.90 10.00 7.96 -0.099
C 9.44 10.09 9.23 0.009
C 8.79 10.95 10.11 -0.289
O 9.41 11.14 11.27 -0.216
C 9.60 14.87 14.48 -0.171
C 11.01 14.61 13.90 -0.173
C 11.53 13.23 14.20 -0.292
N 10.77 12.17 13.64 -0.202
C 11.44 10.99 13.57 -0.122
C 10.99 9.71 13.23 -0.169
C 11.86 8.64 12.86 -0.041
C 11.41 7.41 12.42 -0.103
C 10.05 7.14 12.33 -0.094
C 9.15 8.11 12.73 -0.025
C 9.62 9.31 13.21 -0.194
O 8.65 10.23 13.70 0.075
H 8.47 13.60 16.58 0.103
H 9.70 12.54 15.81 0.083
H 7.98 12.16 15.71 0.049
H 7.26 15.18 13.71 0.119
H 7.11 14.93 15.42 0.133
H 5.18 13.93 14.43 0.128
H 6.17 12.57 14.80 0.074
H 5.67 13.98 12.20 0.125
H 5.13 12.38 12.67 0.122
H 6.05 13.04 10.27 0.139
H 6.27 12.14 8.11 0.116
H 7.48 10.66 6.56 0.093
H 9.35 9.32 7.26 0.098
H 10.36 9.57 9.51 0.125
H 9.67 15.13 15.54 0.119
H 9.10 15.67 13.94 0.111
H 11.69 15.36 14.29 0.112
H 10.93 14.82 12.85 0.077
H 11.61 13.13 15.30 0.115
H 12.56 13.17 13.83 0.112
H 12.52 11.05 13.76 0.114
H 12.93 8.84 12.89 0.108
H 12.16 6.70 12.10 0.093
H 9.71 6.20 11.90 0.097
H 8.08 7.96 12.71 0.131
C 7.79 9.78 17.75 0.001
C 7.16 8.93 16.67 -0.434
C 6.87 7.55 17.17 0.003
O 8.13 8.83 15.58 0.212
B 7.86 9.84 14.75 -0.859
O 6.64 10.46 14.96 0.123
C 5.96 9.67 15.97 -0.441
C 5.13 10.55 16.87 -0.003
C 5.04 8.70 15.23 0.006
H 8.80 9.44 18.02 0.109
H 7.17 9.82 18.63 0.097
H 7.90 10.82 17.41 0.078
H 7.69 7.16 17.71 0.083
H 6.57 6.84 16.39 0.101
H 6.01 7.63 17.85 0.100
H 5.78 11.27 17.42 0.093
H 4.60 9.96 17.61 0.095
H 4.41 11.16 16.33 0.095
H 5.62 8.09 14.55 0.097
H 4.31 9.24 14.63 0.098
H 4.52 8.05 15.90 0.085
C 8.42 16.96 10.03 -0.183
Si 7.97 15.33 9.22 0.470
C 9.29 14.87 7.97 -0.171
C 6.25 15.52 8.54 -0.172
C 8.06 14.00 10.46 -0.273
C 8.91 13.81 11.41 -0.144
H 8.43 17.74 9.27 0.026
H 9.33 16.99 10.64 0.025
H 7.59 17.22 10.74 0.042
H 9.49 15.61 7.16 0.040
H 9.02 13.92 7.48 0.022
H 10.21 14.66 8.53 0.038
H 6.21 16.45 7.97 0.028
H 5.50 15.62 9.31 0.034
H 5.98 14.74 7.83 0.024
```

The following is a DFT calculation (ωB97M-V with the def2-TZVPD basis set) of a molecular structure, C32H46BrN3P2ReS.

## Properties
2S+1   4
Orbital gap (spin up / spin down)   6.21 / 5.70 eV
E_LUMO (spin up / spin down)   -13.184 / -13.800 eV
Calculated total energy   -5142.712731 Eh
Charge   +4

XYZ file:
```
86
Properties=species:S:1:pos:R:3:lowdin_charge:R:1
N -5.92 4.03 -4.25 0.157
C -5.83 4.39 -2.97 -0.049
C -5.18 3.61 -2.01 0.051
C -4.45 2.46 -2.40 -0.162
C -4.54 2.11 -3.79 0.054
C -5.29 2.92 -4.65 -0.051
C -3.55 1.80 -1.46 0.099
Re -0.45 0.41 -0.26 1.085
P 4.77 -0.90 0.01 1.211
C -2.43 1.11 -1.89 -0.048
C -1.10 1.69 -1.74 -0.385
C -0.04 0.92 -2.28 -0.129
C 1.20 0.88 -1.61 -0.148
C 1.36 1.61 -0.43 -0.151
C 0.45 2.56 -0.06 -0.094
C -0.82 2.56 -0.66 -0.080
Br 1.30 -0.62 1.56 0.438
H -3.75 1.98 -0.40 0.153
H -2.53 0.34 -2.67 0.132
H -5.20 3.93 -0.97 0.133
H -4.05 1.24 -4.20 0.124
H -6.33 5.32 -2.69 0.143
H -5.41 2.66 -5.71 0.143
H -0.24 0.28 -3.12 0.130
H -1.60 3.22 -0.31 0.145
H 1.98 0.24 -2.00 0.110
H 0.62 3.22 0.77 0.113
P -0.82 -2.00 -0.42 0.806
C 4.12 0.72 0.55 -0.422
C 5.15 1.82 0.26 -0.123
H 3.94 0.67 1.63 0.065
H 3.14 0.95 0.08 0.007
H 4.76 2.79 0.62 0.087
H 6.10 1.61 0.77 0.092
H 5.36 1.91 -0.81 0.086
C 4.10 -1.46 -1.59 -0.377
C 5.11 -2.40 -2.28 -0.115
H 3.90 -0.58 -2.21 0.084
H 3.16 -1.98 -1.39 0.056
H 4.81 -2.57 -3.32 0.094
H 6.12 -1.97 -2.27 0.087
H 5.15 -3.38 -1.78 0.085
C 4.23 -2.25 1.13 -0.395
C 4.91 -2.20 2.50 -0.122
H 4.41 -3.21 0.63 0.104
H 3.15 -2.07 1.23 -0.046
H 4.33 -2.84 3.20 0.093
H 5.94 -2.58 2.46 0.098
H 4.93 -1.18 2.92 0.073
C -0.61 -3.30 0.90 -0.413
C -1.52 -4.54 0.92 -0.100
H -0.63 -2.80 1.87 0.026
H 0.43 -3.66 0.80 0.079
H -2.54 -4.31 1.26 0.082
H -1.59 -5.04 -0.06 0.088
H -1.10 -5.26 1.63 0.101
C 0.41 -2.69 -1.63 -0.369
C 0.02 -2.79 -3.10 -0.107
H 0.68 -3.70 -1.27 0.099
H 1.33 -2.09 -1.54 0.029
H -0.92 -3.35 -3.23 0.084
H -0.10 -1.81 -3.58 0.062
H 0.81 -3.33 -3.64 0.101
C -2.45 -2.32 -1.15 -0.397
C -3.68 -1.90 -0.32 -0.112
H -2.49 -3.40 -1.36 0.091
H -2.49 -1.81 -2.12 0.070
H -4.22 -1.08 -0.81 0.068
H -4.38 -2.74 -0.22 0.102
H -3.43 -1.55 0.70 0.038
N -2.37 -0.91 2.89 0.181
C -1.82 0.23 3.35 -0.620
N -1.00 1.00 2.67 0.040
C -0.44 1.98 3.48 -0.250
C 0.67 2.80 3.22 0.001
C 0.94 3.90 4.02 0.015
C 0.19 4.12 5.19 0.054
C -0.77 3.17 5.59 0.001
C -1.10 2.12 4.74 -0.392
S -2.27 0.83 4.95 1.194
H -2.79 -1.53 3.58 0.143
H -1.92 -1.36 2.09 0.042
H 1.31 2.55 2.38 0.090
H 1.74 4.59 3.75 0.142
H 0.39 5.00 5.80 0.151
H -1.26 3.25 6.55 0.144
```

The following is a DFT calculation (ωB97M-V with the def2-TZVPD basis set) of a molecular structure, C32H46ClNO4P4Ti.

## Properties
2S+1   1
Orbital gap (spin up / spin down)   5.21 / 5.22 eV
E_LUMO (spin up / spin down)   -6.007 / -6.007 eV
Calculated total energy   -4277.118260 Eh
Charge   +2

XYZ file:
```
89
Properties=species:S:1:pos:R:3:lowdin_charge:R:1
P -1.42 -0.83 -5.68 1.085
C -3.18 -0.93 -6.15 -0.310
C -3.63 -0.15 -7.23 -0.071
H -2.99 0.64 -7.63 0.104
C -4.86 -0.42 -7.83 -0.054
H -5.16 0.16 -8.70 0.116
C -5.69 -1.41 -7.31 -0.054
H -6.66 -1.60 -7.77 0.118
C -5.28 -2.15 -6.20 -0.058
H -5.92 -2.92 -5.79 0.116
C -4.03 -1.91 -5.60 -0.070
H -3.70 -2.48 -4.73 0.114
C -0.79 0.65 -6.51 -0.323
C -1.09 1.91 -5.97 -0.088
H -1.55 1.99 -4.98 0.108
C -0.82 3.06 -6.72 -0.062
H -1.08 4.04 -6.32 0.114
C -0.21 2.95 -7.97 -0.058
H 0.01 3.84 -8.55 0.116
C 0.11 1.69 -8.50 -0.052
H 0.56 1.60 -9.49 0.119
C -0.16 0.54 -7.76 -0.062
H 0.10 -0.44 -8.16 0.110
C -0.68 -2.26 -6.51 -0.299
C -1.35 -2.83 -7.61 -0.063
H -2.39 -2.57 -7.80 0.106
C -0.70 -3.71 -8.47 -0.049
H -1.23 -4.09 -9.34 0.119
C 0.62 -4.08 -8.20 -0.055
H 1.13 -4.77 -8.88 0.118
C 1.27 -3.58 -7.07 -0.062
H 2.31 -3.88 -6.87 0.113
C 0.62 -2.71 -6.19 -0.073
H 1.11 -2.38 -5.27 0.094
Ti -0.26 -0.10 0.22 0.432
C 1.33 0.74 -0.81 -0.224
C 1.81 1.04 -2.04 -0.343
H 2.00 1.03 0.02 0.038
C 1.12 0.70 -3.37 -0.417
O 2.12 -0.06 -4.12 -0.081
H 1.77 -0.32 -5.00 0.091
C -0.12 -0.08 -3.29 -0.087
H 0.86 1.65 -3.88 0.127
C -1.08 -0.66 -3.95 -0.307
Cl -2.07 -1.26 -0.58 0.099
P 1.19 -2.24 0.13 0.765
P -1.46 2.20 0.08 0.771
C 0.55 -3.32 1.45 -0.240
H -0.53 -3.47 1.29 0.049
H 0.69 -2.84 2.43 0.049
H 1.07 -4.28 1.43 0.065
C 1.16 -3.28 -1.36 -0.235
H 1.61 -2.73 -2.20 0.042
H 0.11 -3.50 -1.61 0.050
H 1.71 -4.22 -1.18 0.065
C 2.96 -2.07 0.54 -0.233
H 3.06 -1.50 1.48 0.050
H 3.47 -1.52 -0.26 0.033
H 3.42 -3.06 0.66 0.068
C -2.21 2.42 1.74 -0.247
H -1.43 2.73 2.45 0.055
H -2.61 1.45 2.08 0.053
H -3.01 3.17 1.70 0.064
C -0.51 3.74 -0.13 -0.248
H 0.00 3.73 -1.10 0.036
H 0.25 3.80 0.67 0.053
H -1.16 4.63 -0.07 0.066
C -2.88 2.37 -1.06 -0.248
H -3.56 1.53 -0.90 0.045
H -2.51 2.34 -2.09 0.041
H -3.40 3.32 -0.88 0.063
P 3.45 1.82 -2.19 0.892
C 4.14 2.57 -0.70 -0.175
C 3.35 3.15 -3.38 -0.162
H 4.25 1.83 0.11 0.065
H 3.52 3.41 -0.35 0.069
H 5.14 2.95 -0.96 0.081
H 2.85 2.82 -4.29 0.063
H 4.37 3.49 -3.62 0.077
H 2.80 3.99 -2.94 0.073
C 4.70 0.62 -2.67 -0.162
H 5.00 0.02 -1.81 0.066
H 5.57 1.16 -3.06 0.077
H 4.28 -0.03 -3.45 0.051
H -1.84 -1.18 -3.32 0.022
O -0.50 0.12 4.18 0.186
N 0.46 0.09 3.45 -0.324
O 1.64 0.01 3.67 0.158
O 0.09 0.13 1.91 -0.330
```

The following is a DFT calculation (ωB97M-V with the def2-TZVPD basis set) of 3 unconnected molecules or ions with the total composition C32H46F3NO6SSi2.

## Properties
2S+1   1
Orbital gap   8.25 eV
E_LUMO   -1.101 eV
Calculated total energy   -3029.819822 Eh

XYZ file:
```
91
Properties=species:S:1:pos:R:3:lowdin_charge:R:1
C 1.52 -3.16 -2.94 -0.169
Si 2.70 -1.77 -3.50 0.559
C 4.50 -2.37 -3.55 -0.194
C 2.25 -1.43 -5.31 -0.182
C 2.47 -0.20 -2.41 -0.146
C 2.95 -0.13 -1.17 -0.496
S 3.83 -1.43 -0.31 0.832
C 2.73 1.13 -0.34 -0.325
O 3.54 1.53 0.46 0.116
C 1.43 1.86 -0.66 -0.003
C 0.80 2.55 0.36 -0.202
F 1.30 2.64 1.59 0.123
C -0.38 3.19 0.07 0.093
C -0.92 3.13 -1.19 -0.217
O -2.11 3.84 -1.36 -0.060
N -1.97 5.06 -2.09 0.028
O -0.90 5.51 -2.04 0.111
C -0.34 2.43 -2.25 0.034
C -0.89 2.29 -3.66 -0.429
F -0.10 3.07 -4.49 0.083
F -0.77 1.02 -4.15 0.083
C -2.33 2.73 -3.91 -0.144
C -3.01 2.03 -5.14 -0.207
Si -4.18 0.68 -4.54 0.602
C -5.83 1.52 -4.09 -0.172
C -4.60 -0.62 -5.85 -0.182
C -3.55 -0.24 -3.00 -0.237
C -3.44 0.32 -1.73 -0.115
C -2.97 -0.37 -0.63 -0.084
C -2.62 -1.70 -0.77 -0.082
C -2.73 -2.28 -2.02 -0.095
C -3.18 -1.59 -3.13 -0.093
C 0.89 1.80 -1.94 0.012
C 1.74 1.03 -2.95 -0.285
O 1.89 1.34 -4.11 0.124
H 1.95 -4.10 -3.32 0.036
H 0.59 -3.01 -3.52 0.025
H 1.34 -3.18 -1.86 0.012
H 4.83 -2.88 -2.64 0.002
H 5.13 -1.52 -3.83 0.040
H 4.53 -3.12 -4.36 0.035
H 2.50 -2.27 -5.97 0.036
H 1.21 -1.08 -5.42 0.031
H 2.87 -0.57 -5.61 0.033
H 2.96 -2.47 -0.41 -0.120
H -0.86 3.76 0.87 0.152
H -2.99 2.56 -3.06 0.076
H -2.34 3.81 -4.11 0.112
H -2.30 1.71 -5.92 0.085
H -3.63 2.80 -5.62 0.081
H -6.05 2.28 -4.86 0.030
H -6.66 0.81 -4.08 0.032
H -5.77 2.07 -3.14 0.028
H -5.47 -1.23 -5.58 0.039
H -4.80 -0.15 -6.82 0.034
H -3.74 -1.29 -5.98 0.022
H -3.74 1.36 -1.58 0.095
H -2.88 0.13 0.34 0.106
H -2.27 -2.23 0.12 0.103
H -2.46 -3.34 -2.09 0.106
H -3.25 -2.14 -4.06 0.089
C 1.34 -0.90 3.26 -0.064
C -0.03 -1.04 2.63 -0.285
O -0.59 -2.34 2.77 -0.167
C -0.78 -2.80 4.09 -0.278
C -1.72 -1.92 4.91 -0.077
H 2.04 -1.62 2.82 0.077
H 1.73 0.11 3.08 0.072
H 1.32 -1.06 4.33 0.062
H 0.04 -0.86 1.56 0.108
H -0.72 -0.29 3.02 0.107
H 0.18 -2.92 4.60 0.107
H -1.22 -3.80 4.01 0.117
H -1.32 -0.91 5.04 0.065
H -1.86 -2.35 5.91 0.077
H -2.69 -1.84 4.43 0.080
C 4.05 1.44 6.73 -0.077
C 2.63 1.23 7.20 -0.282
O 2.22 -0.12 7.24 -0.170
C 2.97 -0.98 8.08 -0.283
C 2.95 -0.57 9.55 -0.080
H 4.19 1.01 5.73 0.081
H 4.29 2.50 6.68 0.078
H 4.78 0.96 7.39 0.065
H 1.95 1.73 6.51 0.116
H 2.47 1.70 8.18 0.106
H 4.00 -1.07 7.72 0.107
H 2.52 -1.97 7.99 0.117
H 3.40 0.41 9.70 0.065
H 3.51 -1.29 10.15 0.077
H 1.92 -0.53 9.92 0.081
```